Here is one molecule with the formula C24H33ClN2O2 from the Open Molecules 2025 dataset. Energies are from ωB97M-V with the def2-TZVPD basis set.

Properties
Gap between HOMO and LUMO ... 9.21 eV
SMILES string ... CN(Cc1ccccc1OCCO)C[C@@H]1CCCN(CCc2ccc(Cl)cc2)C1
E_LUMO ... 0.8 eV
Energy relative to the best compared isomer or geometry (same formula, charge and spin) ... 0.000 eV

Last column: Mulliken charge in e.
Positions of all 62 atoms, in Å:
C (2.063, 3.093, 0.689)  -1.2669
N (1.329, 1.995, 0.086)  0.7808
C (0.359, 1.447, 1.032)  0.3345
C (1.049, 0.668, 2.117)  0.4503
C (1.015, 1.074, 3.439)  -0.4548
C (1.678, 0.362, 4.424)  -0.8346
C (2.394, -0.770, 4.081)  -0.6342
C (2.439, -1.196, 2.765)  -0.8088
C (1.764, -0.489, 1.778)  0.3446
O (1.692, -0.883, 0.467)  -0.0595
C (2.819, -1.487, -0.131)  -0.6971
C (3.987, -0.495, -0.212)  -0.5622
O (3.649, 0.638, -0.957)  -0.6389
C (0.694, 2.392, -1.164)  -1.7446
C (0.313, 1.173, -2.023)  2.7284
C (1.201, 1.041, -3.260)  -1.2056
C (0.761, -0.178, -4.062)  -0.6633
C (-0.719, -0.067, -4.420)  -1.0621
N (-1.507, 0.052, -3.212)  0.8827
C (-2.935, -0.122, -3.401)  -1.0367
C (-3.420, -1.387, -2.663)  -1.2219
C (-3.078, -1.291, -1.207)  0.2189
C (-3.939, -0.678, -0.306)  -0.2882
C (-3.594, -0.532, 1.026)  -0.7609
C (-2.368, -1.006, 1.463)  0.5932
Cl (-1.914, -0.820, 3.126)  -0.1978
C (-1.495, -1.625, 0.584)  -0.7047
C (-1.853, -1.758, -0.745)  -0.1948
C (-1.152, 1.237, -2.461)  -2.4629
H (2.849, 3.419, 0.010)  0.3405
H (2.523, 2.746, 1.614)  0.3225
H (1.416, 3.952, 0.923)  0.4144
H (-0.252, 2.249, 1.480)  0.5375
H (-0.308, 0.775, 0.488)  -0.9637
H (0.459, 1.964, 3.701)  0.4234
H (1.639, 0.691, 5.451)  0.4164
H (2.919, -1.332, 4.839)  0.4462
H (2.995, -2.087, 2.516)  0.3699
H (3.128, -2.401, 0.389)  0.5041
H (2.487, -1.746, -1.139)  0.2771
H (4.837, -0.968, -0.711)  0.4809
H (4.289, -0.214, 0.810)  0.2908
H (2.814, 1.004, -0.591)  0.2899
H (-0.197, 3.014, -0.968)  0.3276
H (1.409, 3.009, -1.713)  0.5065
H (0.440, 0.268, -1.424)  -0.5609
H (2.244, 0.943, -2.959)  0.4626
H (1.103, 1.937, -3.879)  0.4275
H (0.909, -1.077, -3.462)  0.1951
H (1.352, -0.271, -4.974)  0.4608
H (-1.038, -0.967, -4.952)  0.5383
H (-0.868, 0.800, -5.092)  0.3429
H (-3.484, 0.744, -3.015)  0.4069
H (-3.180, -0.218, -4.465)  0.5047
H (-4.498, -1.485, -2.800)  0.5176
H (-2.927, -2.254, -3.101)  0.3187
H (-4.896, -0.308, -0.647)  0.4208
H (-4.267, -0.055, 1.721)  0.4523
H (-0.542, -1.986, 0.935)  0.5320
H (-1.170, -2.224, -1.436)  0.2508
H (-1.794, 1.284, -1.578)  0.6489
H (-1.313, 2.158, -3.056)  0.2640



Here is one molecule with the formula C3H2N2O2S from the Open Molecules 2025 dataset. Energies are from ωB97M-V with the def2-TZVPD basis set.

Properties
Gap between HOMO and LUMO ... 9.84 eV
SMILES string ... O=c1nc(S)nco1
E_LUMO ... -0.5 eV
Energy relative to the best compared isomer or geometry (same formula, charge and spin) ... 1.156 eV

Last column: Mulliken charge in e.
Positions of all 10 atoms, in Å:
O (-2.202, -1.550, 0.000)  -0.4806
C (-1.283, -0.797, -0.005)  0.4999
N (0.054, -1.105, -0.003)  -0.4680
C (0.909, -0.134, 0.003)  0.6474
S (2.627, -0.465, -0.003)  -0.1911
N (0.635, 1.227, 0.000)  -0.4750
C (-0.623, 1.486, -0.002)  0.1772
O (-1.607, 0.600, -0.001)  -0.3144
H (2.457, -1.760, 0.012)  0.1767
H (-0.968, 2.498, -0.003)  0.4279



Here is a 2-piece molecular cluster, CH4ClN2O overall from the Open Molecules 2025 dataset. Energies are from ωB97M-V with the def2-TZVPD basis set.

Properties
Gap between HOMO and LUMO ... 9.70 eV
E_LUMO ... -6.1 eV
Energy relative to the best compared isomer or geometry (same formula, charge and spin) ... 3.461 eV
Charge ... +1

Last column: Mulliken charge in e.
Positions of all 9 atoms, in Å:
C (-0.142, 1.026, 0.423)  -0.0716
N (2.032, 0.796, -0.510)  -0.1933
N (1.078, 1.016, 0.135)  0.4428
O (-1.408, -1.213, -0.297)  -0.5943
Cl (3.344, -0.135, -0.159)  0.1906
H (-0.714, 0.111, 0.258)  0.3262
H (-1.213, -2.123, -0.033)  0.3211
H (-0.779, 1.877, 0.893)  0.2826
H (-2.199, -1.355, -0.710)  0.2959



Here is one molecule with the formula C6H6 from the Open Molecules 2025 dataset. Energies are from ωB97M-V with the def2-TZVPD basis set.

Properties
Gap between HOMO and LUMO ... 10.12 eV
SMILES string ... c1ccccc1
E_LUMO ... 1.0 eV
Energy relative to the best compared isomer or geometry (same formula, charge and spin) ... 2.708 eV

Last column: Mulliken charge in e.
Positions of all 12 atoms, in Å:
C (-0.795, -1.032, -0.370)  -0.0741
C (-1.083, 0.220, -0.915)  -0.4943
C (-0.178, 1.220, -0.546)  0.0440
C (0.890, 1.064, 0.227)  -0.3781
C (1.136, -0.185, 0.777)  -0.0189
C (0.258, -1.267, 0.392)  -0.3642
H (-1.587, -1.777, -0.296)  0.3155
H (-1.792, 0.062, -1.881)  0.2185
H (-0.639, 2.340, -0.722)  0.1781
H (1.540, 2.064, 0.424)  0.2101
H (1.869, -0.552, 1.652)  0.2117
H (0.382, -2.157, 1.258)  0.1517



Here is C3H8N2S as an isolated structure from the Open Molecules 2025 dataset. Energies are from ωB97M-V with the def2-TZVPD basis set.

Properties
Gap between HOMO and LUMO ... 9.49 eV
E_LUMO ... 0.8 eV
Energy relative to the best compared isomer or geometry (same formula, charge and spin) ... 3.341 eV

Last column: Mulliken charge in e.
Positions of all 14 atoms, in Å:
C (-0.704, 1.280, -0.291)  -0.5321
C (-0.259, 0.321, -1.416)  -0.4371
C (0.330, -0.721, 1.828)  -0.7622
N (-1.755, 0.601, 0.425)  -0.4972
N (-0.078, -0.886, -0.718)  -0.4374
S (-1.134, -0.805, 0.733)  0.2621
H (0.163, 1.544, 0.293)  0.2328
H (-1.017, 2.171, -0.749)  0.4497
H (-1.185, 0.361, -2.049)  0.2929
H (0.680, 0.553, -1.774)  0.3213
H (0.207, -1.427, 2.617)  0.3622
H (0.295, 0.359, 2.171)  0.2414
H (1.309, -1.109, 1.383)  0.2592
H (-0.394, -1.684, -1.235)  0.2445



Here is an isolated ion of composition C7H14N and charge +1 from the Open Molecules 2025 dataset. Energies are from ωB97M-V with the def2-TZVPD basis set.

Properties
Gap between HOMO and LUMO ... 9.35 eV
SMILES string ... C=C/C(=C/C)CC[NH3+]
E_LUMO ... -3.5 eV
Energy relative to the best compared isomer or geometry (same formula, charge and spin) ... 1.711 eV
Charge ... +1

Last column: Mulliken charge in e.
Positions of all 22 atoms, in Å:
C (-0.725, -2.254, -1.597)  -0.9609
C (-0.282, -1.015, -1.444)  -0.3963
C (0.265, -0.460, -0.166)  0.5672
C (1.501, -0.765, 0.245)  -0.2238
C (2.113, -0.757, 1.620)  -1.3022
C (-0.655, 0.316, 0.799)  -0.7569
C (-0.541, 1.833, 0.426)  -0.6775
N (-1.509, 2.052, -0.762)  -0.2098
H (-0.566, -3.059, -0.885)  0.2800
H (-1.114, -2.633, -2.516)  0.3161
H (-0.284, -0.198, -2.152)  0.4309
H (2.248, -1.211, -0.391)  0.4294
H (1.593, -0.228, 2.387)  0.3722
H (2.364, -1.754, 1.972)  0.3542
H (3.162, -0.417, 1.529)  0.3612
H (-1.670, 0.013, 1.034)  0.4396
H (-0.220, 0.150, 1.787)  0.1881
H (0.407, 1.880, -0.106)  0.4872
H (-0.857, 2.493, 1.245)  0.3762
H (-1.315, 1.229, -1.362)  0.1861
H (-2.459, 1.819, -0.465)  0.3875
H (-1.456, 2.968, -1.198)  0.3515



Here is a 6-piece molecular cluster, C9H32BN10O6 overall from the Open Molecules 2025 dataset. Energies are from ωB97M-V with the def2-TZVPD basis set.

Properties
Gap between HOMO and LUMO ... 5.71 eV
E_LUMO ... 1.8 eV
Energy relative to the best compared isomer or geometry (same formula, charge and spin) ... 0.000 eV
Charge ... -1

Last column: Mulliken charge in e.
Positions of all 58 atoms, in Å:
B (-2.906, 0.112, 0.677)  0.3867
C (-1.564, 0.649, -0.167)  -0.1919
C (-0.182, 0.061, 0.492)  -0.0906
O (0.869, -0.295, -0.473)  -0.3754
C (1.143, 0.786, -1.432)  -0.3496
C (0.631, 0.331, -2.926)  -0.0256
H (-2.837, -1.061, 0.849)  -0.2784
H (-2.997, 0.735, 1.670)  -0.2171
H (-3.847, 0.417, 0.007)  -0.2763
H (-1.536, 1.834, -0.039)  -0.0061
H (-1.698, 0.445, -1.311)  -0.2287
H (-0.484, -0.955, 1.040)  0.2115
H (0.200, 0.789, 1.352)  -0.0847
H (2.332, 0.870, -1.505)  0.3107
H (0.777, 1.851, -1.092)  0.2232
H (-0.408, -0.209, -2.949)  -0.3313
H (1.424, -0.468, -3.320)  0.0923
H (0.589, 1.193, -3.717)  0.2644
C (2.196, -4.209, -4.303)  0.7153
O (1.258, -4.989, -4.360)  -0.7151
N (3.163, -4.166, -5.237)  -0.4338
N (2.345, -3.322, -3.302)  -0.2185
H (3.943, -3.531, -5.208)  0.1504
H (3.089, -4.817, -6.008)  0.2211
H (1.639, -3.322, -2.579)  0.0385
H (3.110, -2.672, -3.239)  0.1735
C (-0.022, 3.401, 3.184)  0.5712
O (-0.960, 2.621, 3.128)  -0.6198
N (0.945, 3.444, 2.250)  -0.3046
N (0.127, 4.287, 4.185)  -0.3460
H (1.725, 4.079, 2.280)  0.1467
H (0.871, 2.793, 1.480)  0.2772
H (-0.579, 4.288, 4.909)  0.1940
H (0.892, 4.937, 4.249)  0.1907
C (0.038, -5.272, -0.659)  0.6759
O (1.257, -5.274, -0.586)  -0.6756
N (-0.620, -5.164, -1.827)  -0.3072
N (-0.756, -5.380, 0.422)  -0.4039
H (-1.623, -5.160, -1.908)  0.1803
H (-0.060, -5.080, -2.665)  0.2145
H (-0.301, -5.464, 1.321)  0.2133
H (-1.761, -5.381, 0.381)  0.1673
C (3.121, 5.949, 6.272)  0.6672
O (2.447, 6.072, 5.261)  -0.6951
N (4.448, 5.730, 6.239)  -0.3981
N (2.597, 6.021, 7.509)  -0.3877
H (5.020, 5.626, 7.060)  0.1607
H (4.882, 5.669, 5.327)  0.2205
H (1.601, 6.184, 7.578)  0.2185
H (3.136, 5.921, 8.353)  0.1647
C (-4.513, -1.616, -2.888)  0.5635
O (-4.346, -2.212, -1.835)  -0.6169
N (-3.511, -1.006, -3.545)  -0.3002
N (-5.715, -1.515, -3.484)  -0.4058
H (-3.629, -0.510, -4.413)  0.1512
H (-2.589, -1.057, -3.130)  0.1460
H (-6.497, -1.961, -3.022)  0.2412
H (-5.872, -1.029, -4.350)  0.1321



Here is a 2-piece molecular cluster, H4O2 overall from the Open Molecules 2025 dataset. Energies are from ωB97M-V with the def2-TZVPD basis set.

Properties
Gap between HOMO and LUMO ... 11.95 eV
SMILES string ... O.O
E_LUMO ... 0.6 eV
Energy relative to the best compared isomer or geometry (same formula, charge and spin) ... 0.188 eV

Last column: Mulliken charge in e.
Positions of all 6 atoms, in Å:
O (-0.764, 0.728, -1.452)  -0.6651
H (-0.002, 0.395, -0.923)  0.3477
H (-1.528, 0.098, -1.259)  0.3200
O (1.051, -0.465, 0.937)  -0.6699
H (0.669, 0.364, 1.188)  0.3383
H (0.574, -1.119, 1.509)  0.3291